Computed, not measured: 2 unconnected molecules or ions with the total composition H4NO2PS, with ωB97M-V/def2-TZVPD.

The geometry in ORCA input format:
```
! wB97M-V def2-TZVPD RIJCOSX def2/J DEFGRID3
* xyz 0 1
N -0.336 0.477 -0.090
O 2.900 -1.042 -0.427
O -2.662 -0.146 -0.902
P 2.211 0.221 -0.228
S -1.894 -0.197 0.321
H -0.396 0.789 -1.002
H -0.433 1.354 0.425
H 2.182 0.251 1.449
H -1.573 -1.707 0.454
*
```

Computed properties:
HOMO level = -9.14 eV
calculated total energy = -25770.9314 eV
ΔE to the lowest compared entry with this formula, charge and spin = 128.0 kcal/mol
F_max = 3.3 eV Å⁻¹